This record from OMol25 describes a molecular structure, C16H27N2PPdSSiTe. The level of theory is the ωB97M-V functional and the def2-TZVPD basis.

The geometry in XYZ format:
```
50
C16H27N2PPdSSiTe, DFT the ωB97M-V functional and the def2-TZVPD basis
Pd 0.0621 0.8563 0.0618
C -1.2914 1.7793 4.0155
C -0.7387 0.3764 3.9558
C -0.7034 -0.4192 5.1001
C -0.1342 -1.6862 4.9638
C 0.3269 -2.1079 3.7429
C 0.2059 -1.2678 2.5853
N -0.2984 -0.0114 2.7715
N 0.5848 -1.6180 1.3671
Si 0.1965 -3.0190 0.5363
C 1.0226 -3.0318 -1.1561
C -1.6672 -3.2082 0.2361
C 0.7037 -4.6839 1.3379
H -0.7096 2.3960 4.7075
H -2.3252 1.7797 4.3741
H -1.2622 2.2371 3.0283
H -1.0793 -0.0511 6.0467
H -0.0448 -2.3435 5.8263
H 0.7931 -3.0792 3.6373
H 0.5880 -2.2676 -1.7989
H 0.8970 -4.0113 -1.6297
H 2.0879 -2.8110 -1.0783
H -2.0883 -2.2547 -0.0866
H -2.1856 -3.5063 1.1514
H -1.8717 -3.9607 -0.5320
H 1.7787 -4.7119 1.5309
H 0.4564 -5.5151 0.6687
H 0.1857 -4.8518 2.2842
C 2.4032 -0.4487 -3.1041
P 1.5108 0.6426 -1.8505
C 0.5523 1.4974 -3.1875
C 2.9059 1.8377 -1.6314
H 2.7542 0.1430 -3.9574
H 1.7214 -1.2206 -3.4626
H 3.2596 -0.9497 -2.6466
H 1.2110 2.1117 -3.8132
H -0.2284 2.1291 -2.7798
H 0.0978 0.7295 -3.8196
H 2.9915 2.5040 -2.4956
H 3.8399 1.2797 -1.5310
H 2.7407 2.4421 -0.7422
Te -0.2922 3.4629 0.2113
C -1.3859 4.0797 -1.5141
C -2.2987 3.3745 -2.2591
C -2.8626 4.1148 -3.3315
C -2.3818 5.3899 -3.4047
S -1.2116 5.6554 -2.1758
H -2.5602 2.3542 -2.0184
H -3.6021 3.7138 -4.0135
H -2.6539 6.1498 -4.1206
```

## Properties
Largest force on an atom   0.8 eV/A
Net charge   -2

---

This record from OMol25 describes a molecular structure, C28H36FGaN3O3. The level of theory is the ωB97M-V functional and the def2-TZVPD basis.

The geometry in XYZ format:
```
72
C28H36FGaN3O3, DFT the ωB97M-V functional and the def2-TZVPD basis
Ga -2.1480 -2.1738 -1.9076
C -3.8103 -3.6011 0.7301
C -2.5050 -3.9502 0.1029
C -2.4885 -4.4683 -1.2638
C -3.7045 -5.1384 -1.8067
C -1.2121 -4.8155 -1.8652
C -1.1986 -5.4555 -3.2066
C -0.0424 -4.6548 -1.1315
C 1.2464 -5.1101 -1.7318
C -0.0846 -4.1130 0.1759
C 1.1887 -3.7599 0.8557
C -1.3186 -3.8624 0.8187
C -1.3588 -3.5092 2.2726
H -4.1650 -4.4384 1.3361
H -4.5718 -3.3664 -0.0131
H -3.7029 -2.7468 1.3953
H -3.4398 -6.1571 -2.0981
H -4.0922 -4.6626 -2.7136
H -4.5096 -5.1907 -1.0793
H -1.1965 -6.5434 -3.0899
H -0.2990 -5.2018 -3.7622
H -2.0624 -5.1802 -3.8067
H 1.1631 -6.1506 -2.0421
H 2.0776 -5.0362 -1.0430
H 1.4782 -4.5217 -2.6193
H 1.6725 -4.6570 1.2520
H 1.0320 -3.0736 1.6820
H 1.8816 -3.3053 0.1479
H -1.3760 -2.4290 2.4174
H -0.4971 -3.9161 2.7917
H -2.2486 -3.9234 2.7370
C 0.9081 4.5367 -2.9983
C 1.8764 3.4056 -2.6621
N 1.1474 2.2687 -2.1038
C 0.7662 1.3050 -2.9313
C -0.0357 0.2343 -2.5695
C -0.3847 -0.7404 -3.6576
O 0.2514 -0.8202 -4.6662
O -1.4298 -1.5314 -3.4390
C -0.4331 0.0770 -1.2262
O -1.1332 -0.9144 -0.7514
C 0.0431 1.0857 -0.3209
C -0.2392 0.9965 1.0515
C 0.1422 1.9736 1.9238
F -0.2128 1.8271 3.2097
C 0.8347 3.1410 1.4993
C 1.1395 3.2086 0.1397
C 0.7874 2.2088 -0.7749
N 1.2254 4.1462 2.3609
C 1.2834 3.9266 3.7977
C 2.3545 4.8245 4.4163
N 2.0450 6.2489 4.1297
C 2.0349 6.4582 2.6609
C 0.9847 5.5436 2.0293
H 1.4591 5.3625 -3.4379
H 0.3797 4.8905 -2.1154
H 0.1758 4.1981 -3.7265
H 2.6444 3.7268 -1.9578
H 2.3835 3.0751 -3.5712
H 1.0994 1.3603 -3.9616
H -0.7952 0.1550 1.4271
H 1.6941 4.0648 -0.2076
H 1.5745 2.8960 4.0046
H 0.3137 4.1104 4.2822
H 3.3308 4.5933 3.9802
H 2.3971 4.6587 5.4951
H 2.7315 6.8676 4.5789
H 1.1243 6.4907 4.5261
H 3.0296 6.2247 2.2705
H 1.7990 7.4996 2.4308
H 1.0111 5.6840 0.9498
H -0.0159 5.8444 2.3798
```

## Properties
Largest force on an atom   2.2 eV/A
Net charge   +3

---

So what do the calculations give for gap between HOMO and LUMO? Going down the list: 3.985 5.930 eV.